No. 1
C5H13NO | ωB97M-V with the def2-TZVPD basis set

Summary:
ΔE to the lowest compared entry with this formula, charge and spin   147.1 kJ/mol
E_HOMO   -8.086 eV
SMILES string   CN1CCCC1.O
E   -8932.4866 eV
HOMO-LUMO gap   0.3254 hartree
Largest force on an atom   0.0502 hartree/bohr

Last column: Löwdin charge in e.
Atoms and positions in Å:
O 2.5070 1.8130 -0.1848  -0.06
N -1.3400 -0.0129 -0.0362  -0.22
C -0.3649 0.5077 0.9697  -0.16
C -1.0013 -1.3629 -0.4754  -0.19
C 0.4298 -1.6885 0.0333  -0.16
C 0.6239 -0.6622 1.1244  -0.19
C -1.5281 0.9190 -1.1371  -0.12
H 3.0697 1.1627 0.2226  0.02
H 0.1458 1.3657 0.5240  0.08
H 0.4415 -1.2049 2.0610  0.11
H 0.6025 -2.7275 0.2868  0.10
H -1.6725 -2.1105 -0.0338  0.10
H 2.1122 1.3994 -0.9872  0.06
H -0.6461 0.9663 -1.8061  0.09
H -0.8061 0.9144 1.8742  0.11
H -1.6013 1.9353 -0.7577  0.08
H -1.2321 -1.3982 -1.5418  0.11
H 1.5994 -0.1918 1.2228  0.08
H -2.4565 0.6572 -1.6385  0.08
H 1.1283 -1.4853 -0.7898  0.10

---

No. 2
C3H3BrN2OS2 | ωB97M-V with the def2-TZVPD basis set

Summary:
ΔE to the lowest compared entry with this formula, charge and spin   6.7 kJ/mol
E_HOMO   -9.389 eV
SMILES string   O=CC1=N[C@@H](S)N(Br)S1
E   -99896.6900 eV
HOMO-LUMO gap   0.2998 hartree
Largest force on an atom   0.0959 hartree/bohr

Last column: Löwdin charge in e.
Atoms and positions in Å:
Br -3.2409 0.2660 0.4301  0.70
S 0.2748 2.4196 -0.8857  0.72
S -0.8355 -1.2785 -0.9418  0.93
O 1.5938 -2.8516 -0.0297  0.07
N 0.4311 0.3768 0.6899  0.03
N -1.6854 0.5369 -0.4320  -0.75
C -0.6394 1.2011 0.2646  -0.82
C 1.4791 -1.7691 0.4532  -0.28
C 0.4556 -0.7788 0.1398  -0.63
H 0.8310 1.5906 -1.8312  -0.13
H -0.9270 1.8298 0.9853  0.04
H 2.2628 -1.5430 1.1576  0.12